C5H10O2 | ωB97M-V/def2-TZVPD

Net charge: 0

Structure (XYZ):
```
17
C5H10O2, DFT ωB97M-V/def2-TZVPD
C 1.74879 0.28153 -0.94267
C 1.05031 -0.44721 0.18009
O 1.66640 -1.14899 0.95900
C -0.47241 -0.31061 0.36442
C -0.74409 1.00825 1.13325
C -1.22825 -0.37601 -0.95971
O -0.90520 -1.40651 1.13901
H 1.61541 -0.29178 -1.86926
H 2.81790 0.34180 -0.72611
H 1.33781 1.28177 -1.11447
H -0.93745 0.72268 2.16931
H -1.62900 1.52784 0.75064
H 0.09582 1.71217 1.12335
H -2.30054 -0.30290 -0.75118
H -1.04821 -1.33947 -1.44695
H -0.95225 0.43480 -1.64260
H -0.11506 -1.68736 1.63388
```

C30H34AsBiI2O2P2S2 | ωB97M-V/def2-TZVPD

Net charge: +1
Multiplicity: 2

Structure (XYZ):
```
74
C30H34AsBiI2O2P2S2, DFT ωB97M-V/def2-TZVPD
Bi 2.02281 -2.24684 -0.73524
C 5.89624 -1.18114 4.11177
C 6.15675 -1.74461 2.70849
O 5.58484 -0.74512 1.68437
P 4.05509 -0.46361 1.44183
S 3.06093 -2.40873 1.50759
S 3.84912 0.48041 -0.24958
O 3.60775 -0.03698 2.92670
C 3.62164 1.34379 3.37161
C 3.35916 0.99073 4.84720
H 6.68433 -1.57993 4.80925
H 4.95004 -1.38887 4.52535
H 6.14140 -0.14200 4.10408
H 5.68174 -2.72114 2.42469
H 7.18152 -1.73055 2.43645
H 2.77769 1.87354 2.86705
H 4.57390 1.86424 3.23004
H 2.55291 0.25854 4.94450
H 3.00836 1.82277 5.50554
H 4.23020 0.49319 5.30317
I 0.86428 -5.06191 -0.13946
I -1.59459 -7.00874 -2.23307
C -0.07921 0.68742 -0.31503
C -1.30148 1.56795 -0.48067
As -0.91532 2.94497 -1.82236
C -2.80086 3.30091 -2.27176
C -3.79527 3.47163 -1.30984
C -5.09383 3.89786 -1.73615
C -5.33937 4.18482 -3.06785
C -4.38396 3.96481 -4.02144
C -3.10439 3.57643 -3.56311
C -0.46616 1.77692 -3.27616
C 0.79487 2.07161 -3.84475
C 1.25585 1.28680 -4.87514
C 0.57777 0.15441 -5.22696
C -0.64432 -0.18163 -4.62960
C -1.19490 0.67199 -3.69273
P -0.29540 -1.04577 0.21029
C -1.71384 -1.70785 -0.58341
C -2.98521 -1.89425 -0.04539
C -3.98796 -2.45918 -0.83696
C -3.82055 -2.77306 -2.17273
C -2.50916 -2.63482 -2.72179
C -1.51099 -2.13161 -1.93084
C -0.47181 -1.15695 1.95491
C -0.19546 -0.07184 2.84049
C -0.15297 -0.27683 4.22533
C -0.45850 -1.49625 4.75020
C -0.73574 -2.59095 3.90957
C -0.74644 -2.43014 2.52555
H 0.64396 1.25196 0.41497
H 0.42720 0.55304 -1.29119
H -1.54041 2.11815 0.44208
H -2.11153 1.05257 -0.96704
H -3.64754 3.29540 -0.23012
H -5.87122 3.84684 -0.98699
H -6.29281 4.59128 -3.39198
H -4.50208 3.95002 -5.08971
H -2.32278 3.52665 -4.32411
H 1.32220 2.97644 -3.50044
H 2.14963 1.60843 -5.42780
H 0.93657 -0.49536 -6.02171
H -1.26384 -1.02697 -4.87584
H -2.23117 0.52948 -3.39913
H -3.21852 -1.62996 0.99158
H -4.98696 -2.58096 -0.41713
H -4.61824 -3.23336 -2.75213
H -2.38852 -2.83026 -3.75211
H -0.51536 -1.95322 -2.30406
H 0.01687 0.95733 2.48387
H 0.00328 0.60185 4.90129
H -0.46558 -1.57955 5.85838
H -0.85068 -3.61100 4.32652
H -0.86400 -3.29325 1.92885
```

C5H9NO | ωB97M-V/def2-TZVPD

Net charge: 0

Structure (XYZ):
```
16
C5H9NO, DFT ωB97M-V/def2-TZVPD
C -2.10852 -0.29341 -0.89634
C -1.33007 -1.12369 0.10038
O -1.60204 -2.39372 -0.12972
C 0.98704 0.86829 0.82097
C 2.27138 0.14386 0.38765
C 0.56782 1.88926 -0.14675
N 0.22183 2.65573 -0.94354
H -1.46104 0.49121 -1.32805
H -2.85140 0.24182 -0.27942
H -2.60040 -0.90070 -1.67068
H 0.17263 0.14121 0.88105
H -1.13853 -2.91654 0.54316
H 1.10308 1.33074 1.80650
H 3.12708 0.82694 0.36284
H 2.15542 -0.30053 -0.60931
H 2.48573 -0.66047 1.10125
```

C5H13NO | ωB97M-V/def2-TZVPD

Net charge: 0

Structure (XYZ):
```
20
C5H13NO, DFT ωB97M-V/def2-TZVPD
C -1.61670 -2.04733 -0.03909
N -1.44407 -0.61317 0.10215
C 2.23202 0.43876 -0.03206
C 0.97504 -0.38973 0.39789
C -0.27246 0.03811 -0.48450
C -0.48501 1.53393 -0.41561
O -0.18132 1.93957 0.94492
H -2.55235 -2.28408 0.48095
H -1.71555 -2.27555 -1.15437
H -0.80948 -2.72362 0.28646
H -1.52706 -0.38584 1.09745
H 2.24125 0.67172 -1.09727
H 3.12975 -0.16383 0.10903
H 2.17045 1.44079 0.40450
H 0.73069 -0.08343 1.42335
H 1.14450 -1.48450 0.26684
H -0.24002 -0.45490 -1.47765
H 0.19078 2.09854 -1.07351
H -1.47877 1.89548 -0.73027
H -0.49170 2.84910 0.99079
```

C9H18N2S | ωB97M-V/def2-TZVPD

Net charge: 0

Structure (XYZ):
```
30
C9H18N2S, DFT ωB97M-V/def2-TZVPD
C -3.38466 -1.80491 -0.72775
C -2.42385 -1.50087 0.42600
C -2.32089 0.03150 0.62589
C -1.78713 0.75748 -0.58413
C -1.37943 2.22185 -0.26465
C -0.05752 2.28700 0.48248
C 1.57451 0.57392 -0.25716
C 2.74408 -1.22406 -0.91013
C 1.91377 -1.85284 0.18971
H -4.39248 -1.39256 -0.50228
H -3.07034 -1.35934 -1.66743
H -3.57537 -2.86745 -0.82287
H -1.44164 -1.91728 0.19630
H -2.75691 -2.01324 1.36218
H -3.34697 0.43549 0.84092
H -1.73904 0.26092 1.57560
H -2.51940 0.71286 -1.43776
H -0.90164 0.17090 -0.90750
H -2.12947 2.71477 0.35604
H -1.27056 2.79036 -1.22711
H -0.07626 1.69944 1.42666
H 0.14178 3.32793 0.74208
H 1.31573 2.32001 -1.13429
H 3.78578 -1.08883 -0.61996
H 2.75917 -1.88525 -1.77758
H 1.05455 -2.33296 -0.26621
H 2.46987 -2.56305 0.77813
N 1.09787 1.83419 -0.24988
N 2.15456 0.05331 -1.26754
S 1.47831 -0.44748 1.23908
```

C5H11NO3 | ωB97M-V/def2-TZVPD

Net charge: 0

Structure (XYZ):
```
20
C5H11NO3, DFT ωB97M-V/def2-TZVPD
C 1.29900 1.97300 -0.05936
C 1.42061 0.00150 -1.41177
O 1.12121 0.58400 -0.10647
H 2.28699 2.26436 -0.44233
H 1.23848 2.29056 0.98157
H 0.53840 2.49225 -0.65881
H 2.44270 0.28076 -1.68162
H 0.72703 0.39602 -2.15975
H 1.39229 -1.08306 -1.32541
C -0.90572 -1.06969 1.44138
C -1.38430 -1.03421 0.02389
N -0.95106 0.15050 2.06677
C -1.02150 -1.98748 -0.83978
O -2.16245 0.01453 -0.36401
O -0.56374 -2.08824 1.99896
H -2.47942 0.48353 0.41918
H -0.70401 0.95118 1.48958
H -0.52472 0.15560 2.98369
H -1.35130 -1.96887 -1.86259
H -0.41848 -2.80624 -0.49313
```

C7H13N5O | ωB97M-V/def2-TZVPD

Net charge: +2

Structure (XYZ):
```
26
C7H13N5O, DFT ωB97M-V/def2-TZVPD
C -1.27804 -2.46802 -0.59591
C -0.15922 -0.54842 -0.35503
C -0.18146 -1.35548 1.06414
C 1.01013 0.33216 2.16542
C 0.60683 0.73753 -0.36426
C -1.15238 -1.19127 -2.52962
C -0.03901 2.77466 -1.58820
N -0.83397 -2.49716 0.71871
N -0.79893 -1.38342 -1.18273
N 0.51262 -0.89140 2.13474
N 1.11678 1.00174 1.06723
N 1.52706 0.78749 3.35256
O -0.24423 1.75767 -0.58379
H -1.67971 -3.42222 -1.11377
H 1.43839 0.78643 -1.12656
H -1.26489 -2.05962 -3.02005
H -2.02969 -0.54604 -2.53219
H -0.45854 -0.56323 -3.08237
H -0.39596 3.60110 -1.08421
H -0.42644 2.55142 -2.55534
H 0.98384 2.94843 -1.78919
H -1.30004 -3.06810 1.36141
H 0.54322 -1.38279 3.05234
H 1.41526 1.95237 0.96180
H 1.26693 0.36448 4.15557
H 1.82145 1.78171 3.46931
```

| no. | total energy (eV) |
| --- | --- |
| 1 | -9442.1550 |
| 2 | -158880.0134 |
| 3 | -8865.6640 |
| 4 | -8932.3850 |
| 5 | -23440.5714 |
| 6 | -12994.9288 |
| 7 | -16949.6724 |